{
  "formula": "C5H7NO3S2",
  "method": "wB97M-V/def2-TZVPD",
  "lumo_ev": 0.24,
  "smiles": "N[C@H](c1cccs1)S(=O)(=O)O",
  "orbital_gap_ev": 9.47,
  "charge": 0,
  "symbols": ["N", "C", "C", "C", "C", "C", "S", "S", "O", "O", "O", "H", "H", "H", "H", "H", "H", "H"],
  "positions_angstrom": [[-1.591, 0.267, -1.361], [-0.367, 0.696, -0.251], [0.547, -0.367, -0.167], [1.802, -0.441, -0.717], [2.453, -1.700, -0.554], [1.709, -2.568, 0.149], [0.115, -1.929, 0.503], [-1.290, 1.019, 1.305], [-0.540, 0.803, 2.501], [-2.595, 0.397, 1.233], [-1.496, 2.666, 1.243], [-2.265, 0.227, -0.641], [-1.886, 1.144, -1.845], [0.178, 1.545, -0.612], [2.099, 0.391, -1.331], [3.468, -1.799, -1.176], [1.985, -3.517, 0.381], [-2.327, 3.164, 1.340]],
  "forces_ev_per_angstrom": [[2.8, 2.1, 1.2], [-3.6, 0.6, -2.5], [1.8, -3.6, 0.6], [-1.2, 0.4, 0.1], [2.3, 1.6, -2.4], [-1.5, 2.1, -0.6], [1.3, 0.1, 0.1], [-1.6, 1.9, 1.7], [0.5, -0.1, -0.9], [0.8, 0.3, -0.4], [1.1, -0.8, -0.6], [-1.8, -0.9, 0.5], [0.7, -0.6, 0.3], [-0.2, 0.9, 0.1], [0.7, 0.1, 0.0], [-2.3, -0.4, 2.0], [0.4, -2.7, 0.8], [-0.1, -1.2, 0.0]],
  "lowdin_charge": [0.075, -0.332, -0.580, -0.126, -0.188, -0.374, 1.058, 0.655, -0.261, -0.300, -0.191, -0.030, 0.072, 0.122, 0.112, 0.156, 0.031, 0.102]
}

{
  "formula": "C5H7NO4",
  "method": "wB97M-V/def2-TZVPD",
  "lumo_ev": 0.36,
  "smiles": "O=C1N[C@H]2C[C@H]2OC1=O.O",
  "orbital_gap_ev": 10.50,
  "charge": 0,
  "symbols": ["O", "C", "N", "C", "C", "C", "O", "C", "O", "H", "H", "H", "H", "H", "O", "H", "H"],
  "positions_angstrom": [[-3.840, -1.053, 1.437], [-4.025, -1.287, 0.250], [-3.008, -1.094, -0.715], [-2.702, -2.065, -1.724], [-2.280, -3.455, -1.305], [-3.647, -3.208, -1.860], [-4.780, -3.280, -1.023], [-5.090, -2.349, -0.129], [-6.150, -2.367, 0.434], [-2.209, -0.579, -0.352], [-2.278, -1.633, -2.630], [-1.568, -3.987, -1.936], [-2.205, -3.627, -0.230], [-3.902, -3.574, -2.853], [-4.644, 1.144, -0.196], [-3.796, 0.810, -0.830], [-5.428, 1.041, -0.743]],
  "forces_ev_per_angstrom": [[-0.8, 0.3, -2.0], [2.6, -2.1, 1.7], [-0.6, 0.7, 0.4], [-0.1, 0.3, -0.2], [0.2, -0.2, 0.0], [0.0, 0.1, -0.1], [0.1, -0.6, -0.5], [-1.3, 1.4, 0.8], [0.7, -0.1, -0.4], [-0.1, -0.3, 0.2], [-0.1, -0.2, 0.2], [-0.2, 0.1, 0.2], [0.0, 0.0, -0.3], [0.1, 0.1, 0.3], [3.4, -0.9, -2.4], [-3.8, 1.5, 2.4], [0.0, 0.0, -0.3]],
  "lowdin_charge": [0.117, -0.360, 0.066, -0.225, -0.010, -0.213, 0.098, -0.383, 0.162, 0.154, 0.149, 0.112, 0.130, 0.158, -0.117, 0.131, 0.031]
}

{
  "formula": "C5H7NOS",
  "method": "wB97M-V/def2-TZVPD",
  "lumo_ev": 0.33,
  "smiles": "C=C(SC=O)[C@H]1CN1",
  "orbital_gap_ev": 9.90,
  "charge": 0,
  "symbols": ["C", "C", "S", "C", "O", "C", "C", "N", "H", "H", "H", "H", "H", "H", "H"],
  "positions_angstrom": [[-0.007, -1.225, -1.570], [0.698, -0.536, -0.668], [1.016, 1.114, -1.090], [-0.197, 2.273, -0.925], [-1.337, 2.147, -0.605], [0.714, -0.795, 0.790], [-0.276, -0.006, 1.640], [-0.324, -1.517, 1.595], [-0.128, -1.015, -2.648], [-0.164, -2.152, -1.175], [0.139, 3.196, -1.338], [1.763, -1.053, 1.380], [0.205, 0.538, 2.503], [-1.086, 0.710, 1.214], [-1.016, -1.678, 0.896]],
  "forces_ev_per_angstrom": [[1.8, 1.0, -0.5], [-2.8, 0.6, -0.1], [4.0, 0.8, -1.1], [-1.7, -0.6, -0.2], [-1.3, -0.1, 0.8], [2.1, -0.4, 3.3], [0.9, 1.2, 0.1], [0.5, 1.8, -0.7], [-0.1, 0.2, 1.0], [-1.2, -2.9, 0.2], [0.9, 1.1, -0.3], [-2.4, 1.2, -2.1], [-0.7, -1.3, -0.5], [1.3, -2.0, 0.2], [-1.3, -0.6, -0.3]],
  "lowdin_charge": [0.041, -0.581, 1.015, -0.655, -0.019, -0.366, -0.145, 0.035, 0.094, 0.039, 0.067, 0.188, 0.107, 0.121, 0.058]
}

{
  "formula": "C5H7NOS",
  "method": "wB97M-V/def2-TZVPD",
  "lumo_ev": 0.82,
  "smiles": "C[C@@]12C[C@@H]1OC=NS2",
  "orbital_gap_ev": 8.79,
  "charge": 0,
  "symbols": ["C", "C", "C", "C", "O", "C", "N", "S", "H", "H", "H", "H", "H", "H", "H"],
  "positions_angstrom": [[-1.608, 0.822, -0.587], [-0.461, 0.342, 0.228], [-0.561, -0.861, 1.149], [0.192, -0.979, -0.287], [1.667, -0.998, -0.289], [2.426, 0.022, -0.048], [2.066, 1.225, 0.097], [0.603, 1.899, 0.306], [-1.456, 1.839, -1.379], [-2.470, 1.017, 0.160], [-2.051, -0.107, -1.164], [-1.489, -1.261, 1.030], [0.089, -0.953, 2.038], [-0.330, -1.737, -0.968], [3.382, -0.269, -0.285]],
  "forces_ev_per_angstrom": [[-3.9, 0.2, -1.4], [1.6, 0.3, -2.1], [4.1, 1.9, -1.9], [0.1, 1.3, 2.3], [-3.7, -3.8, -0.2], [-2.2, 2.9, -0.7], [2.3, 0.5, 0.7], [-0.6, -2.2, 0.7], [-0.3, -3.4, 2.6], [1.1, 0.4, -1.3], [0.8, 2.0, 0.6], [-2.5, -1.5, 0.6], [-0.8, 0.1, -0.5], [1.4, 1.6, 0.6], [2.6, -0.1, 0.1]],
  "lowdin_charge": [-0.187, -0.680, -0.005, -0.135, -0.024, -0.344, -0.347, 0.929, 0.145, 0.090, 0.097, 0.061, 0.126, 0.167, 0.108]
}

{
  "formula": "C5H7NOS",
  "method": "wB97M-V/def2-TZVPD",
  "lumo_ev": 0.62,
  "smiles": "C/C=C1/CSC(=O)N1",
  "orbital_gap_ev": 9.12,
  "charge": 0,
  "symbols": ["C", "C", "C", "C", "S", "C", "O", "N", "H", "H", "H", "H", "H", "H", "H"],
  "positions_angstrom": [[2.264, 0.211, 0.273], [1.076, 0.300, -0.609], [-0.218, 0.052, -0.298], [-1.384, 0.148, -1.241], [-2.891, -0.263, -0.335], [-1.998, -0.546, 1.170], [-2.476, -0.918, 2.225], [-0.638, -0.336, 0.996], [2.844, 1.212, 0.368], [3.001, -0.522, -0.181], [1.952, -0.150, 1.248], [1.201, 0.541, -1.641], [-1.277, -0.432, -2.148], [-1.474, 1.168, -1.570], [0.017, -0.466, 1.744]],
  "forces_ev_per_angstrom": [[1.6, 0.5, -0.5], [-1.9, -0.1, -0.2], [1.7, -0.3, 1.1], [0.0, 0.5, -0.1], [0.1, -0.2, 0.2], [0.6, -0.7, 1.7], [0.0, 0.4, -1.0], [-0.9, 0.4, -1.6], [-1.1, -1.6, 0.0], [-0.7, 0.7, 0.7], [0.5, 0.1, 0.3], [0.4, 0.3, -0.6], [0.1, -0.5, 0.1], [-0.1, 0.5, -0.1], [-0.2, -0.1, 0.3]],
  "lowdin_charge": [-0.105, -0.139, -0.315, -0.405, 0.999, -0.766, 0.005, 0.087, 0.106, 0.092, 0.049, 0.095, 0.084, 0.075, 0.138]
}

{
  "formula": "C5H7NOS",
  "method": "wB97M-V/def2-TZVPD",
  "lumo_ev": 0.28,
  "smiles": "CC1=COC/C1=N\\S",
  "orbital_gap_ev": 8.54,
  "charge": 0,
  "symbols": ["C", "C", "C", "O", "C", "C", "N", "S", "H", "H", "H", "H", "H", "H", "H"],
  "positions_angstrom": [[-2.101, 1.855, 0.151], [-1.544, 0.466, -0.110], [-2.169, -0.713, -0.158], [-1.203, -1.766, 0.019], [0.089, -1.351, 0.031], [-0.028, 0.145, -0.080], [1.061, 0.822, -0.054], [2.617, 0.124, 0.072], [-3.176, 2.062, -0.052], [-1.501, 2.528, -0.644], [-1.714, 2.347, 1.018], [-3.159, -0.993, 0.049], [0.845, -1.825, -0.581], [0.389, -1.481, 1.189], [3.157, 1.335, -0.900]],
  "forces_ev_per_angstrom": [[1.7, 1.5, -3.9], [0.9, 0.9, 0.7], [4.3, -0.4, 1.4], [-4.0, -2.0, -1.7], [-0.1, 1.9, 4.1], [1.5, -0.8, 0.0], [-1.7, 1.6, -0.1], [0.4, 3.1, -2.7], [0.8, -0.6, 0.4], [-1.5, -1.2, 1.3], [-0.2, -0.3, 1.1], [-1.1, -0.4, -0.3], [-0.3, -0.3, -0.5], [0.1, 0.0, -2.3], [-0.8, -2.9, 2.4]],
  "lowdin_charge": [-0.056, -0.186, 0.012, -0.102, -0.242, -0.329, -0.394, 0.631, 0.081, 0.119, 0.057, 0.118, 0.100, 0.178, 0.013]
}

{
  "formula": "C5H7NS",
  "method": "wB97M-V/def2-TZVPD",
  "lumo_ev": -0.21,
  "smiles": "S=C1C[C@H]2N[C@@H]2C1",
  "orbital_gap_ev": 8.50,
  "charge": 0,
  "symbols": ["S", "C", "C", "C", "N", "C", "C", "H", "H", "H", "H", "H", "H", "H"],
  "positions_angstrom": [[2.379, -0.005, 0.005], [0.774, 0.000, 0.002], [-0.145, -1.268, 0.148], [-1.417, -0.641, -0.419], [-2.659, 0.056, -0.094], [-1.402, 0.629, 0.381], [-0.135, 1.279, -0.139], [-0.182, -1.556, 1.207], [0.264, -2.108, -0.425], [-1.256, -0.473, -1.481], [-3.162, -0.286, 0.728], [-1.260, 0.417, 1.445], [-0.163, 1.594, -1.186], [0.270, 2.109, 0.458]],
  "forces_ev_per_angstrom": [[-0.1, 0.0, 0.0], [0.1, 0.1, 0.0], [0.1, -0.1, 0.1], [0.3, -0.2, 0.0], [-0.4, 0.0, 0.3], [0.0, 0.0, 0.0], [0.1, 0.1, 0.1], [0.0, 0.1, -0.2], [-0.1, 0.2, 0.1], [0.0, 0.1, 0.0], [0.1, 0.1, -0.2], [0.0, 0.0, -0.2], [0.0, -0.1, 0.1], [-0.1, -0.3, -0.1]],
  "lowdin_charge": [0.729, -0.761, -0.158, -0.285, 0.092, -0.295, -0.149, 0.119, 0.105, 0.135, 0.101, 0.138, 0.121, 0.108]
}

{
  "formula": "C5H7NS2",
  "method": "wB97M-V/def2-TZVPD",
  "lumo_ev": 0.07,
  "orbital_gap_ev": 8.70,
  "charge": 0,
  "symbols": ["C", "C", "C", "C", "C", "H", "H", "H", "H", "H", "H", "H", "N", "S", "S"],
  "positions_angstrom": [[-0.634, -1.049, -0.756], [-0.883, 0.429, -0.958], [-0.789, 1.161, 0.349], [1.074, -0.410, 0.802], [0.884, -0.921, -0.626], [-1.797, 0.687, -1.520], [-0.884, 2.226, 0.115], [-1.659, 0.894, 1.004], [0.794, 1.201, 1.892], [0.628, -1.188, 1.480], [2.142, -0.316, 1.071], [1.518, -1.782, -0.933], [0.471, 0.896, 0.990], [-1.602, -2.262, -1.093], [0.738, 0.434, -1.816]],
  "forces_ev_per_angstrom": [[0.7, 0.4, -1.3], [-0.5, -0.6, 0.1], [-0.7, 0.9, 1.4], [0.5, -0.5, 0.6], [-0.6, -0.8, 0.5], [0.6, -0.1, 0.2], [0.1, 0.1, 0.2], [0.3, 0.0, -0.6], [-1.1, 0.9, 0.0], [0.4, 0.3, -0.4], [-0.4, -0.1, -0.2], [-0.6, 0.6, 0.4], [1.4, -0.9, -0.5], [-0.4, -0.7, 0.2], [0.2, 0.6, -0.6]],
  "lowdin_charge": [-0.922, -0.527, -0.256, -0.251, -0.523, 0.123, 0.117, 0.132, 0.119, 0.128, 0.123, 0.125, -0.089, 0.746, 0.955]
}

Computed energy relative to the best compared isomer or geometry (same formula, charge and spin), in the same sequence as the records: 13.05, 38.05, 94.64, 100.36, 5.59, 93.98, 91.64, 33.29 kcal/mol.